The following is a quantum chemistry calculation of the molecule C19H19N3O3S, from the OMol25 dataset.

XYZ file:
```
45
Properties=species:S:1:pos:R:3:mulliken_charge:R:1
C -4.757 -1.275 0.752 -0.85
H -4.315 -0.771 1.616 0.31
O -4.067 -0.963 -0.436 -0.46
C -2.737 -1.238 -0.499 0.47
C -2.002 -1.862 0.503 -0.20
C -0.642 -2.067 0.350 -0.84
C 0.005 -1.646 -0.803 0.48
C -0.735 -1.049 -1.822 -0.39
C -2.088 -0.850 -1.673 -0.62
H -2.668 -0.378 -2.450 0.44
H -0.240 -0.725 -2.726 0.28
N 1.391 -1.775 -0.989 -0.04
C 2.337 -2.037 -0.060 0.57
O 2.137 -2.331 1.101 -0.61
C 3.747 -1.861 -0.594 -0.97
H 4.472 -2.168 0.160 0.41
H 3.911 -2.416 -1.516 0.42
S 4.012 -0.101 -1.006 -0.11
C 3.449 0.655 0.574 0.10
C 1.961 0.860 0.558 -0.12
N 1.431 1.474 -0.434 -0.43
C 0.084 1.728 -0.406 0.17
C -0.503 2.387 -1.491 -0.12
C -1.849 2.671 -1.476 -0.54
C -2.641 2.316 -0.386 -0.66
C -2.080 1.664 0.688 -0.66
C -0.718 1.360 0.689 0.55
C -0.115 0.634 1.801 -0.02
O -0.686 0.230 2.790 -0.71
N 1.254 0.430 1.642 0.23
H 1.700 -0.140 2.353 0.35
H -2.666 1.379 1.549 0.55
H -3.695 2.548 -0.388 0.41
H -2.299 3.179 -2.317 0.42
H 0.125 2.663 -2.324 0.51
C 4.156 1.994 0.744 -1.56
H 5.234 1.853 0.724 0.43
H 3.870 2.659 -0.066 0.37
H 3.874 2.449 1.692 0.38
H 3.736 -0.039 1.367 0.38
H 1.722 -1.448 -1.888 0.29
H -0.084 -2.541 1.139 0.40
H -2.466 -2.183 1.420 0.38
H -4.778 -2.354 0.932 0.34
H -5.775 -0.916 0.604 0.25
```

Calculated values
Structure (SMILES): COc1ccc(NC(=O)CS[C@@H](C)c2nc3ccccc3c(=O)[nH]2)cc1
HOMO energy in eV: -7.9
LUMO in eV: 0.5
Frontier orbital gap in eV: 8.41
Relative energy (zero: lowest compared OMol25 entry of this formula, charge and spin) in kcal/mol: 0.00


The following is a quantum chemistry calculation of a cluster of 2 separate species, C5H6O3 in total, from the OMol25 dataset.

XYZ file:
```
14
Properties=species:S:1:pos:R:3:mulliken_charge:R:1
C -0.248 0.683 -0.595 0.01
C -0.725 -0.740 -0.864 -0.30
C 0.383 -0.315 0.199 1.07
C 1.654 -0.183 0.051 -0.80
C 2.824 -0.137 -0.328 -0.24
H -0.899 1.542 1.073 0.34
H 0.742 0.954 -1.121 0.29
H -0.271 -1.215 -1.757 0.32
H -2.547 0.049 -0.910 0.43
H -0.862 -1.077 1.461 0.40
H 4.023 0.282 -0.377 0.31
O -0.951 1.742 0.070 -0.53
O -1.956 -0.909 -0.167 -0.64
O -0.032 -0.381 1.453 -0.65
```

Calculated values
HOMO energy in eV: -8.8
LUMO in eV: -0.4
Frontier orbital gap in eV: 8.44
Relative energy (zero: lowest compared OMol25 entry of this formula, charge and spin) in kcal/mol: 198.06


The following is a quantum chemistry calculation of a structure of composition C26H25N9O5PS4W, from the OMol25 dataset.

XYZ file:
```
71
Properties=species:S:1:pos:R:3:mulliken_charge:R:1
W -0.283 -0.379 -0.364 1.50
S -0.496 -2.831 0.068 -0.54
C -0.850 -3.408 -1.500 0.79
S -0.073 -2.470 -2.780 -0.21
C -1.566 -4.522 -1.800 0.64
C -1.759 -4.883 -3.173 -0.23
N -1.861 -5.120 -4.294 -0.42
C -2.171 -5.305 -0.768 -0.05
N -2.680 -5.923 0.057 -0.44
O 0.734 2.744 2.969 -0.73
C 0.520 3.867 2.259 0.82
C 0.842 5.071 2.886 -0.74
C 0.664 6.266 2.225 -0.35
C 0.157 6.297 0.924 -0.87
C -0.164 5.118 0.299 -0.64
C 0.012 3.883 0.946 -0.31
C -0.314 2.649 0.229 0.71
O -0.136 1.502 0.809 -0.27
N -0.773 2.726 -0.999 -0.99
N -1.120 1.459 -1.416 0.90
C -2.045 1.398 -2.281 0.06
S -2.972 2.646 -3.014 0.01
C -4.265 1.471 -3.558 -0.66
C -4.324 0.307 -2.568 -0.60
S -2.619 -0.266 -2.490 0.18
H 0.477 1.984 2.424 0.18
H 1.234 5.032 3.893 0.48
H 0.919 7.191 2.724 0.41
H 0.019 7.241 0.415 0.44
H -0.561 5.121 -0.707 0.46
H -4.068 1.133 -4.575 0.39
H -5.212 2.007 -3.554 0.45
H -4.950 -0.512 -2.920 0.48
H -4.620 0.631 -1.570 0.30
O 1.757 -0.743 3.140 -0.63
C 0.903 -0.748 2.302 0.15
O 1.152 -0.776 0.994 -0.55
C -0.562 -0.740 2.639 0.71
C -0.998 -0.857 3.942 -0.77
C -2.365 -0.874 4.175 -0.50
C -3.233 -0.770 3.099 -0.81
C -2.718 -0.647 1.823 -0.43
N -1.403 -0.628 1.604 0.47
H -0.262 -0.938 4.728 0.60
H -2.752 -0.973 5.180 0.47
H -4.304 -0.792 3.238 0.47
H -3.354 -0.577 0.954 0.49
C 4.941 0.957 -0.883 -0.87
N 4.398 0.046 -1.890 0.13
C 4.190 0.781 -3.137 -0.85
N 3.341 1.966 -2.987 0.13
C 3.908 2.824 -1.941 -0.95
N 4.110 2.139 -0.665 0.10
C 2.837 1.809 -0.021 -1.26
P 1.885 0.682 -1.121 2.37
C 3.170 -0.591 -1.428 -0.94
C 1.951 1.613 -2.702 -1.26
H 5.923 1.291 -1.221 0.34
H 5.062 0.422 0.060 0.43
H 3.750 0.115 -3.880 0.40
H 5.163 1.111 -3.501 0.33
H 3.256 3.686 -1.790 0.41
H 4.878 3.179 -2.291 0.30
H 2.294 2.733 0.172 0.20
H 3.014 1.311 0.934 0.43
H 2.810 -1.294 -2.182 0.37
H 3.351 -1.144 -0.505 0.33
H 1.345 2.517 -2.622 0.31
H 1.549 0.991 -3.505 0.38
O -2.311 -0.784 -1.077 -0.43
N 0.218 -1.088 -2.011 -0.21
```

Calculated values
HOMO energy (spin up / spin down) in eV: -10.9 / -10.9
LUMO (spin up / spin down) in eV: -4.3 / -4.3
Frontier orbital gap (spin up / spin down) in eV: 6.57 / 6.57
Relative energy (zero: lowest compared OMol25 entry of this formula, charge and spin) in kcal/mol: 0.00
Total charge: +1


The following is a quantum chemistry calculation of a structure of composition C4H9N, from the OMol25 dataset.

XYZ file:
```
14
Properties=species:S:1:pos:R:3:mulliken_charge:R:1
C 1.920 0.055 0.106 -0.88
C 0.986 -0.722 -0.662 0.02
C 0.092 -0.582 0.480 -0.33
C -0.858 0.600 0.553 -0.70
N -2.013 0.569 -0.370 -0.64
H 0.354 -1.112 1.392 0.41
H 2.617 0.712 -0.408 0.28
H 2.249 -0.279 1.082 0.25
H 1.273 -1.719 -1.031 0.24
H 0.540 -0.251 -1.545 0.17
H -1.230 0.751 1.571 0.32
H -0.310 1.514 0.336 0.33
H -2.467 -0.340 -0.331 0.26
H -1.626 0.598 -1.310 0.27
```

Calculated values
HOMO energy in eV: -7.7
LUMO in eV: 0.5
Frontier orbital gap in eV: 8.19
Relative energy (zero: lowest compared OMol25 entry of this formula, charge and spin) in kcal/mol: 79.93


The following is a quantum chemistry calculation of a structure of composition C36H34AsN6PS7SbTi, from the OMol25 dataset.

XYZ file:
```
87
Properties=species:S:1:pos:R:3:mulliken_spin:R:1
Ti 1.722 0.937 -2.314 1.05
N 3.878 1.560 0.348 0.01
C 4.322 0.719 -0.584 -0.01
N 3.649 0.418 -1.685 0.01
C 4.372 -0.491 -2.475 0.01
C 5.542 -0.892 -1.968 0.00
S 5.821 -0.117 -0.447 0.00
C 3.761 -0.844 -3.761 0.01
C 4.219 -1.648 -4.735 0.00
S 3.107 -1.637 -6.044 0.00
C 2.101 -0.542 -5.195 -0.02
N 2.547 -0.231 -4.012 -0.02
N 0.908 -0.072 -5.674 0.01
H 3.097 2.173 0.065 -0.01
H 4.531 1.913 1.027 0.00
H 6.261 -1.571 -2.395 0.00
H 5.118 -2.241 -4.763 0.00
H 0.773 -0.181 -6.668 0.00
H 0.745 0.886 -5.360 0.00
S -0.554 5.086 -3.480 0.00
Sb 1.488 4.416 -2.783 0.01
S 2.135 2.533 -4.112 -0.03
S 1.286 2.881 -0.946 0.00
S 3.218 5.802 -2.371 0.00
S 0.843 -1.901 -2.437 0.01
C -0.869 -2.264 -2.665 0.03
N -1.397 -1.823 -3.866 0.20
C -2.748 -1.990 -4.176 0.40
C -3.520 -2.663 -3.274 -0.16
C -2.936 -3.131 -2.097 0.47
N -1.585 -2.901 -1.804 0.02
H -0.775 -1.317 -4.476 -0.05
H -3.098 -1.572 -5.107 0.04
H -4.571 -2.823 -3.478 -0.01
H -3.506 -3.679 -1.362 0.02
C -0.130 0.914 1.468 0.00
C -0.684 2.326 1.597 0.00
As -1.349 2.763 3.407 0.00
C 0.096 1.923 4.421 0.00
C 1.118 2.777 4.830 0.00
C 2.260 2.278 5.449 0.00
C 2.387 0.914 5.671 0.00
C 1.368 0.054 5.275 0.00
C 0.231 0.555 4.654 0.00
C -2.723 1.387 3.571 0.00
C -3.045 0.848 4.816 0.00
C -4.066 -0.085 4.943 0.00
C -4.787 -0.488 3.825 0.00
C -4.489 0.061 2.585 0.00
C -3.467 0.996 2.461 0.00
P 0.329 0.087 -0.155 -0.01
C -1.228 0.298 -1.090 -0.11
C -1.121 0.943 -2.321 0.07
C -2.221 1.378 -3.030 0.00
C -3.488 1.115 -2.522 0.01
C -3.628 0.438 -1.320 0.03
C -2.502 0.051 -0.599 0.01
C 0.524 -1.557 0.623 -0.01
C 1.832 -1.948 0.904 0.00
C 2.090 -3.095 1.639 0.00
C 1.036 -3.879 2.094 0.00
C -0.270 -3.502 1.811 0.00
C -0.523 -2.343 1.088 -0.02
H -0.858 0.213 1.887 0.00
H 0.768 0.798 2.079 0.00
H -1.508 2.506 0.905 0.00
H 0.054 3.094 1.385 0.00
H 1.026 3.844 4.660 0.00
H 3.046 2.957 5.757 0.00
H 3.277 0.520 6.146 0.00
H 1.465 -1.014 5.429 0.00
H -0.541 -0.133 4.332 0.00
H -2.490 1.151 5.697 0.00
H -4.297 -0.500 5.917 0.00
H -5.575 -1.224 3.920 0.00
H -5.048 -0.240 1.708 0.00
H -3.254 1.413 1.485 0.00
H -0.162 1.152 -2.783 -0.01
H -2.085 1.937 -3.947 -0.01
H -4.366 1.448 -3.062 0.01
H -4.615 0.226 -0.928 0.00
H -2.631 -0.438 0.357 0.03
H 2.659 -1.354 0.529 0.00
H 3.114 -3.383 1.846 0.00
H 1.230 -4.784 2.657 0.00
H -1.099 -4.114 2.145 0.00
H -1.547 -2.080 0.860 0.02
```

Calculated values
2S+1: 3
<S²>: 2.03
HOMO energy (spin up / spin down) in eV: -3.2 / -4.6
LUMO (spin up / spin down) in eV: 1.8 / 1.8
Frontier orbital gap (spin up / spin down) in eV: 4.95 / 6.41
Relative energy (zero: lowest compared OMol25 entry of this formula, charge and spin) in kcal/mol: 45.24
Total charge: -1